(1)
C48H33N11O2PPbS2Se | the ωB97M-V functional and the def2-TZVPD basis

```
! RIJCOSX wB97M-V def2-TZVPD def2/J DEFGRID3
* xyz -1 1
Pb 0.10635 0.36432 -0.05651
C 6.19485 0.59630 0.23584
C 5.16086 -0.17063 0.75123
C 3.87031 0.00683 0.29290
C 3.60140 0.94315 -0.70653
C 4.64741 1.74028 -1.19441
C 5.93083 1.56134 -0.72588
N 2.29681 1.10970 -1.13872
N 2.17489 1.80697 -2.19526
C 0.94097 2.19200 -2.58589
C 0.90777 3.02543 -3.71719
C -0.28168 3.55573 -4.14542
C -1.45585 3.24617 -3.45952
C -1.42442 2.43090 -2.34391
C -0.23842 1.89070 -1.86184
H 7.20294 0.46305 0.60161
H 5.35913 -0.90124 1.52418
H 3.05142 -0.54956 0.71433
H 4.42797 2.50162 -1.92750
H 6.73116 2.18507 -1.10236
H 1.84750 3.26197 -4.19442
H -0.31121 4.22777 -4.99242
H -2.39475 3.66642 -3.79257
H -2.35101 2.22751 -1.82261
O 3.84940 -6.67097 -2.19541
N 3.81710 -5.88949 -1.24171
O 4.46411 -6.08245 -0.21197
C 3.00584 -4.74000 -1.36901
C 2.57943 -4.42593 -2.64653
C 1.78023 -3.30295 -2.90475
C 1.35584 -2.95235 -4.20555
C 0.57217 -1.84090 -4.37461
C 0.22612 -1.08163 -3.25263
N 0.60462 -1.38791 -2.03043
C 1.35622 -2.47272 -1.83288
C 1.73783 -2.83135 -0.48812
N 1.24858 -2.09047 0.50661
C 1.56291 -2.36077 1.75453
C 2.41580 -3.40500 2.09533
C 2.93277 -4.19592 1.09272
C 2.59305 -3.94155 -0.24841
H 2.88601 -5.06083 -3.46515
H 1.65510 -3.56907 -5.04067
H 0.22246 -1.54092 -5.34946
H -0.38282 -0.19733 -3.35516
H 1.12313 -1.71543 2.50251
H 2.66297 -3.59198 3.12787
H 3.59754 -5.00826 1.33527
S 1.54862 1.63693 1.97827
C 1.55166 3.22320 1.29793
S 0.34189 3.58597 0.13509
C 2.47569 4.15430 1.73345
C 3.41829 3.82032 2.71543
N 4.19755 3.57679 3.52835
C 2.57070 5.45997 1.24079
N 2.71760 6.54067 0.86903
Se -8.00846 2.08437 -0.22922
N -6.60215 2.78539 0.58875
C -5.54331 2.03333 0.33553
C -4.23521 2.26284 0.87239
C -3.95827 3.32663 1.74163
C -2.70293 3.42356 2.29203
C -1.74918 2.45837 1.96023
N -1.97950 1.48141 1.10896
C -3.18925 1.36422 0.55631
C -3.43139 0.24249 -0.33070
N -2.41047 -0.56247 -0.63817
C -2.62210 -1.62043 -1.38683
C -3.88062 -1.97753 -1.87590
C -4.94951 -1.15860 -1.58688
C -4.73726 -0.01146 -0.81760
C -5.79520 0.89590 -0.49319
N -7.04915 0.74658 -0.89101
H -4.74077 4.03599 1.96756
H -2.44354 4.22256 2.96821
H -0.77728 2.46169 2.43138
H -1.75122 -2.22389 -1.60420
H -4.00450 -2.87198 -2.46824
H -5.95332 -1.37135 -1.92724
C -1.70655 -3.32713 1.77614
P -1.63290 -1.86824 2.91663
C -3.43168 -1.42259 2.91695
C -1.55816 -2.83080 4.49573
C -2.52931 -3.74500 4.88951
C -2.41427 -4.42510 6.08790
C -1.32647 -4.20222 6.91558
C -0.35197 -3.29714 6.53094
C -0.46597 -2.62108 5.32919
H -2.47953 -4.03534 2.07028
H -0.73874 -3.82239 1.79807
H -1.89392 -2.97760 0.76446
H -4.08970 -2.28770 2.87307
H -3.61458 -0.80235 2.04241
H -3.64718 -0.83862 3.80967
H -3.39251 -3.92833 4.26353
H -3.18187 -5.12812 6.38119
H -1.24378 -4.72815 7.85650
H 0.49451 -3.11065 7.17444
H 0.28977 -1.90943 5.02992
*
```

**Relative energy (zero: lowest compared OMol25 entry of this formula, charge and spin)**: 48.1 kcal/mol
**Frontier orbital gap**: 3.392 eV
**Calculated total energy**: -172348.7572 eV

---

(2)
C48H34N7O8P2PtSSe2 | the ωB97M-V functional and the def2-TZVPD basis

```
! RIJCOSX wB97M-V def2-TZVPD def2/J DEFGRID3
* xyz -1 3
Pt 0.13554 -1.88359 -0.42348
O -0.76313 -4.57976 2.04724
S 0.41251 -4.59606 1.22644
O 1.10112 -5.84753 1.03806
N 0.11025 -3.91396 -0.22324
C 0.32187 -4.59747 -1.41599
C 0.23723 -5.95701 -1.63201
C 0.42504 -6.48663 -2.92095
C 0.65638 -5.68843 -4.00550
C 0.71531 -4.29014 -3.82843
C 0.84992 -3.37570 -4.89543
C 0.82775 -2.03807 -4.64579
C 0.71218 -1.58623 -3.32174
N 0.63337 -2.40995 -2.30165
C 0.57931 -3.76300 -2.53315
C 1.56949 -3.47546 1.97729
C 2.76987 -3.20220 1.33505
C 3.68106 -2.35209 1.93724
C 3.39302 -1.79391 3.17829
C 2.19331 -2.07913 3.81200
C 1.26662 -2.92041 3.20872
H 0.01156 -6.61841 -0.81199
H 0.35238 -7.55932 -3.04835
H 0.76249 -6.10195 -5.00002
H 0.93923 -3.75511 -5.90608
H 0.88221 -1.30770 -5.43977
H 0.69205 -0.53232 -3.10363
H 2.97452 -3.63977 0.36572
H 4.61283 -2.11968 1.43800
H 4.10894 -1.13128 3.64945
H 1.96842 -1.63764 4.77509
H 0.30566 -3.12607 3.66199
Se 0.56347 5.26836 -1.28558
P 1.87996 3.90615 -0.37133
C 2.12400 4.14625 1.41306
C 2.43288 3.07349 2.24621
C 2.67066 3.29035 3.59626
C 2.60609 4.57627 4.11398
C 2.30038 5.64662 3.28273
C 2.05596 5.43330 1.93552
C 3.56927 3.99403 -1.04697
C 3.80505 4.71385 -2.20875
C 5.08983 4.78867 -2.73132
C 6.13777 4.14662 -2.09266
C 5.90408 3.42597 -0.92753
C 4.62507 3.34925 -0.40589
C 1.45929 2.16256 -0.53298
C 0.41672 1.33418 -0.11547
N 0.72740 0.09384 -0.59759
N 1.87548 0.18575 -1.26082
N 2.32625 1.40367 -1.23160
P -0.93454 1.58953 1.03167
Se -0.43890 0.66026 2.94118
C -1.22438 3.33675 1.39372
C -2.02551 4.06941 0.52177
C -2.36916 5.37465 0.83140
C -1.92255 5.94936 2.01033
C -1.12875 5.22050 2.88564
C -0.78136 3.91598 2.58065
C -2.45630 1.04132 0.26890
C -2.54562 0.93501 -1.11633
C -3.76645 0.62762 -1.70025
C -4.88069 0.42194 -0.90081
C -4.78596 0.52245 0.48214
C -3.57538 0.83631 1.07453
H 2.46752 2.06457 1.85162
H 2.89665 2.45105 4.24163
H 2.79015 4.74431 5.16771
H 2.24189 6.64900 3.68785
H 1.78652 6.25514 1.28264
H 2.97779 5.21466 -2.69543
H 5.26717 5.34977 -3.63984
H 7.13910 4.20421 -2.50063
H 6.71941 2.91812 -0.42873
H 4.45050 2.77723 0.49539
H -2.38545 3.62178 -0.39498
H -2.98116 5.94201 0.14314
H -2.19540 6.96914 2.25100
H -0.77959 5.66499 3.80833
H -0.16467 3.35011 3.26832
H -1.66937 1.06324 -1.73915
H -3.82553 0.48593 -2.76975
H -5.81970 0.13973 -1.35928
H -5.64976 0.32333 1.10258
H -3.48728 0.88499 2.15333
O -2.46830 -1.94247 2.79318
C -2.07480 -2.03245 1.64823
O -0.90693 -1.47809 1.29778
C -2.93242 -2.65412 0.58422
C -2.76708 -2.37382 -0.75191
C -3.64260 -2.88011 -1.72627
C -4.72832 -3.67341 -1.32615
C -4.86112 -3.93083 0.02626
C -4.00434 -3.45078 1.00386
N -6.00072 -4.76658 0.45743
O -6.15541 -4.95308 1.65056
O -6.73232 -5.22924 -0.39820
N -3.43406 -2.54686 -3.05316
O -4.30981 -2.86882 -3.91352
O -2.36192 -1.91106 -3.36653
H -1.99529 -1.71889 -1.12105
H -5.42309 -4.05846 -2.05350
H -4.15265 -3.67849 2.04588
*
```

**Relative energy (zero: lowest compared OMol25 entry of this formula, charge and spin)**: 23.9 kcal/mol
**Frontier orbital gap (spin up / spin down)**: 4.384 / 5.007 eV
**Calculated total energy**: -240488.5508 eV

---

(3)
C48H35Cl5N3O4PRh | the ωB97M-V functional and the def2-TZVPD basis

```
! RIJCOSX wB97M-V def2-TZVPD def2/J DEFGRID3
* xyz -1 1
Rh 0.85000 -0.49859 -0.05103
C -2.88563 -0.76681 3.14748
C -3.75364 -1.62700 2.27105
C -4.76733 -2.38435 2.84450
C -5.65481 -3.09823 2.06027
C -5.58174 -3.00026 0.68076
C -4.58738 -2.24199 0.06977
C -4.65340 -2.00179 -1.41031
C -3.62604 -1.63458 0.87774
N -2.48156 -0.93335 0.29817
C -2.68272 0.41169 0.37121
O -3.80316 0.85419 0.58275
C -1.59029 1.51001 0.32057
C -2.09732 2.79302 0.48485
C -1.23959 3.87891 0.44837
C 0.10775 3.65815 0.27871
C 0.56059 2.35542 0.15197
N -0.28536 1.30743 0.13226
C 2.08409 2.15355 0.11966
O 2.77690 3.17216 0.11923
N 2.45795 0.88387 0.15109
C 3.85061 0.62117 0.40308
C 4.79869 0.69933 -0.62432
C 4.51746 1.37152 -1.94339
C 6.08703 0.22197 -0.40121
C 6.46833 -0.25467 0.84074
C 5.57116 -0.16007 1.89137
C 4.27766 0.31883 1.69954
C 3.41177 0.54037 2.90320
H -2.74127 -1.23014 4.12322
H -3.37623 0.19941 3.29422
H -1.90882 -0.57590 2.71076
H -4.84498 -2.41904 3.92497
H -6.42313 -3.70477 2.52322
H -6.31665 -3.49891 0.05961
H -4.93890 -0.96328 -1.59608
H -3.70660 -2.14699 -1.91322
H -5.39965 -2.64979 -1.87032
H -3.15848 2.90293 0.62754
H -1.62628 4.88326 0.56519
H 0.85103 4.44191 0.26240
H 3.48642 1.68999 -2.02642
H 4.76078 0.72752 -2.79297
H 5.13581 2.26742 -2.02038
H 6.79824 0.24286 -1.22007
H 7.46324 -0.65162 0.99859
H 5.87540 -0.43728 2.89467
H 4.02420 0.95819 3.70569
H 2.96660 -0.38029 3.27042
H 2.59537 1.22930 2.69620
O 1.27309 -1.70925 3.62564
C 0.54499 -1.67460 2.65650
O 0.44677 -0.60211 1.88436
C -0.41925 -2.80996 2.42994
C -0.57302 -3.67986 3.51891
C -1.43660 -4.75439 3.47133
C -2.16912 -4.95727 2.30815
C -2.01937 -4.09070 1.24666
C -1.13748 -2.98672 1.25302
P -1.06016 -1.87636 -0.37653
C -1.45484 -1.13647 -2.20996
C -0.82707 -1.75145 -3.30604
C -1.05106 -1.37186 -4.62252
C -1.87562 -0.29476 -4.90501
C -2.47549 0.36960 -3.84935
C -2.28756 -0.06478 -2.53998
C -0.93213 -3.59122 -1.23436
C 0.17848 -4.35210 -0.87488
C 0.40173 -5.61070 -1.41341
C -0.52125 -6.16017 -2.29293
C -1.64742 -5.42868 -2.63585
C -1.84160 -4.15114 -2.12275
H 0.02601 -3.48295 4.39655
H -1.53841 -5.41912 4.31988
H -2.86918 -5.78092 2.22843
H -2.62479 -4.29465 0.37118
H -0.10941 -2.54330 -3.13992
H -0.54684 -1.90195 -5.42183
H -2.02938 0.03298 -5.92584
H -3.12099 1.21976 -4.03868
H -2.86090 0.45936 -1.79083
H 0.86657 -3.96256 -0.14159
H 1.28367 -6.16738 -1.11976
H -0.36672 -7.14985 -2.70401
H -2.38090 -5.84685 -3.31449
H -2.71228 -3.59970 -2.44328
Cl 3.01798 -3.25116 1.19435
C 3.07249 -2.78006 -0.47151
C 2.24232 -1.75442 -0.89520
C 2.43954 -1.28271 -2.17122
Cl 1.51330 0.14507 -2.57645
C 3.33932 -1.83968 -3.07259
Cl 3.47584 -1.21543 -4.67562
C 4.11903 -2.90546 -2.64730
Cl 5.24543 -3.64277 -3.72564
C 4.00188 -3.36346 -1.32625
Cl 5.02964 -4.63336 -0.77588
*
```

**Frontier orbital gap**: 7.349 eV
**Calculated total energy**: -137916.8679 eV

---

(4)
C48H35F4N8O9P2Se2Ta | the ωB97M-V functional and the def2-TZVPD basis

```
! RIJCOSX wB97M-V def2-TZVPD def2/J DEFGRID3
* xyz 0 1
Ta 1.19919 1.57667 -1.02565
O 0.03467 2.85578 -7.04441
C 0.37740 2.73838 -5.75845
C 1.59869 2.18235 -5.36023
C 1.87305 2.11603 -4.00863
N 1.02899 2.56998 -3.10069
C -0.14728 3.06656 -3.45494
C -0.52452 3.17790 -4.77827
C -0.98432 3.44359 -2.23576
O -2.05906 3.98472 -2.34768
O -0.38619 3.13477 -1.13849
C 3.06448 1.40449 -3.37875
O 3.88558 0.84036 -4.06921
O 3.03636 1.44266 -2.09962
H 0.72831 2.51396 -7.62579
H 2.30534 1.77431 -6.06871
H -1.49579 3.56163 -5.04488
Se -4.80899 -1.03454 1.99989
P -4.34755 -0.96971 -0.05015
C -4.27651 -2.64648 -0.75124
C -5.38915 -3.44792 -0.51029
C -5.40511 -4.75825 -0.94467
C -4.29984 -5.27945 -1.59987
C -3.18733 -4.48776 -1.82849
C -3.17132 -3.16974 -1.40651
C -5.54793 -0.00561 -1.02035
C -5.66937 1.34317 -0.70534
C -6.59076 2.12770 -1.37173
C -7.40665 1.56205 -2.33911
C -7.28722 0.21773 -2.65103
C -6.35795 -0.57085 -1.99491
C -2.77434 -0.20436 -0.46540
C -1.64480 0.28384 0.19945
N -0.77345 0.61727 -0.78671
N -1.34411 0.37628 -1.95008
N -2.52173 -0.11352 -1.78537
P -1.12086 0.72101 1.86344
Se 0.18877 2.42216 1.68580
C -2.54022 1.23998 2.85865
C -3.34700 2.24228 2.32863
C -4.42895 2.70113 3.05395
C -4.69114 2.17359 4.30858
C -3.86709 1.19813 4.84500
C -2.78404 0.72637 4.12454
C -0.30490 -0.75480 2.54033
C -0.93065 -1.99331 2.43406
C -0.28573 -3.11910 2.91200
C 0.96756 -3.00927 3.49538
C 1.57538 -1.76954 3.61834
C 0.94701 -0.63823 3.13091
H -6.22737 -3.03517 0.03535
H -6.27168 -5.37671 -0.76462
H -4.30063 -6.30972 -1.92022
H -2.32166 -4.89254 -2.33037
H -2.30526 -2.55474 -1.59505
H -5.04704 1.76423 0.07285
H -6.67325 3.17851 -1.13559
H -8.14359 2.16816 -2.84462
H -7.91912 -0.22201 -3.40919
H -6.26417 -1.61944 -2.23741
H -3.11792 2.65268 1.35398
H -5.06805 3.46975 2.64447
H -5.54102 2.52588 4.87279
H -4.07101 0.79727 5.82603
H -2.14978 -0.04888 4.52806
H -1.91563 -2.07181 1.99237
H -0.76770 -4.08211 2.83314
H 1.47443 -3.89203 3.85450
H 2.53692 -1.68593 4.10162
H 1.41544 0.33416 3.20382
N 2.62693 4.95038 -1.67751
N 2.18569 4.13311 -0.59130
H 2.79546 5.91238 -1.37924
H 1.90659 4.96560 -2.39368
H 1.41337 4.55649 -0.06286
H 2.97462 4.00635 0.04306
F 5.43153 -2.45922 0.94075
C 4.42867 -2.99366 0.22154
C 3.94546 -2.34473 -0.85615
N 2.95354 -2.87648 -1.62429
C 2.35966 -2.08430 -2.67140
C 1.61523 -0.88448 -2.08558
O 1.07689 -0.07988 -2.85415
O 1.61671 -0.71545 -0.84208
C 2.34469 -4.07732 -1.29647
O 1.43790 -4.55029 -1.93811
N 2.87381 -4.70246 -0.19531
C 3.89122 -4.27617 0.65654
O 4.22523 -4.93542 1.60857
H 4.33332 -1.38167 -1.15713
H 1.66915 -2.72063 -3.23147
H 3.11968 -1.68199 -3.34977
H 2.45317 -5.59741 0.03270
F 8.02604 -0.40217 5.56779
C 8.09432 0.66559 4.76211
F 9.28417 0.58892 4.13377
F 8.17955 1.74376 5.56824
C 6.93999 0.77464 3.80681
C 6.81181 1.94139 3.05878
C 5.75041 2.08569 2.18967
C 4.80653 1.06330 2.05813
C 4.95402 -0.10802 2.80184
C 6.01731 -0.25511 3.67061
C 3.70741 1.22464 1.17615
C 2.76004 1.40669 0.44086
H 7.54703 2.72561 3.16368
H 5.64401 2.98700 1.60576
H 4.23392 -0.90178 2.68380
H 6.13410 -1.16680 4.23590
*
```

**Relative energy (zero: lowest compared OMol25 entry of this formula, charge and spin)**: 43.3 kcal/mol
**Frontier orbital gap**: 7.078 eV
**Calculated total energy**: -242389.2013 eV

---

- The highest calculated total energy belongs to which entry?
  C48H35Cl5N3O4PRh

---

- Which of these has the lowest calculated total energy?
  C48H35F4N8O9P2Se2Ta